No. 1
Below is a structure of composition C24H29CrN3O7S, with properties calculated with the ωB97M-V functional and the def2-TZVPD basis.

Frontier orbital gap (alpha / beta) ... 7.6544 / 8.1473 eV
Spin multiplicity ... 2
Energy above the lowest of the compared OMol25 structures with the same formula, charge and spin ... 93.1 kJ/mol
Highest occupied orbital energy (alpha / beta) ... -11.54 / -11.58 eV
Total charge ... +1

Cartesian coordinates (Å):
1 Cr 0.860 -0.192 -0.901
2 S -2.428 0.084 -0.485
3 O 0.634 -1.671 0.724
4 O 0.282 -1.330 -2.319
5 O -2.387 -1.212 -1.090
6 O -0.831 -1.348 -4.274
7 O 2.332 -2.302 -0.952
8 O 3.017 -0.054 -1.753
9 O -3.081 1.171 -1.148
10 N -0.835 0.483 -0.244
11 N 1.022 1.228 0.654
12 N 0.686 1.168 -2.372
13 C 1.652 -3.466 -0.515
14 C 0.005 0.709 -3.430
15 C -0.176 3.156 2.214
16 C -0.962 2.361 1.408
17 C 0.748 3.319 -3.374
18 C 0.021 2.847 -4.460
19 C -3.074 -0.037 1.152
20 C -0.353 1.513 -4.490
21 C 3.247 -2.448 -2.019
22 C -4.691 0.584 2.792
23 C 1.765 2.006 1.450
24 C 0.373 -2.956 0.135
25 C -0.325 1.381 0.643
26 C 1.058 2.452 -2.347
27 C -4.093 -0.265 3.723
28 C -2.972 -1.001 3.337
29 C -0.260 -0.783 -3.382
30 C -4.660 -0.398 5.107
31 C -2.463 -0.896 2.055
32 C 3.293 -1.084 -2.702
33 C 4.085 0.189 -0.838
34 C -4.186 0.708 1.509
35 C 1.458 -1.722 1.887
36 C 1.208 2.977 2.249
37 H 1.116 -2.524 2.543
38 H -2.033 2.488 1.344
39 H 2.833 1.831 1.439
40 H 1.067 4.350 -3.318
41 H 2.912 -3.205 -2.731
42 H 2.281 -4.015 0.194
43 H 3.869 1.129 -0.337
44 H 4.266 -0.905 -3.164
45 H 2.516 -1.011 -3.457
46 H -0.910 1.076 -5.307
47 H -5.566 1.152 3.081
48 H 1.612 2.783 -1.478
49 H -5.629 -0.899 5.075
50 H -0.407 -2.786 -0.602
51 H -4.639 1.372 0.785
52 H 0.009 -3.645 0.900
53 H -2.500 -1.663 4.052
54 H 5.026 0.283 -1.381
55 H 1.361 -0.768 2.401
56 H 1.839 3.587 2.879
57 H -0.246 3.512 -5.270
58 H 4.227 -2.742 -1.629
59 H -4.001 -0.977 5.752
60 H -4.818 0.580 5.563
61 H 2.504 -1.891 1.622
62 H 4.167 -0.616 -0.104
63 H 1.410 -4.123 -1.353
64 H -1.604 -1.476 1.741
65 H -0.633 3.931 2.815

***

No. 2
Below is a structure of composition C24H29GeN3ORe, with properties calculated with the ωB97M-V functional and the def2-TZVPD basis.

Frontier orbital gap (alpha / beta) ... 5.8897 / 6.8141 eV
Spin multiplicity ... 4
Energy above the lowest of the compared OMol25 structures with the same formula, charge and spin ... 0.0 kJ/mol
Highest occupied orbital energy (alpha / beta) ... -13.44 / -14.08 eV
Total charge ... +2

Cartesian coordinates (Å):
1 Re 0.623 -0.332 -0.302
2 Ge -2.512 1.439 -0.898
3 O 0.756 0.089 -2.627
4 N 0.789 -0.627 1.589
5 N 2.630 0.021 -0.027
6 N -0.552 -1.888 -0.136
7 C -0.600 1.347 -0.233
8 C -2.920 3.360 -0.795
9 C 4.476 0.753 3.145
10 C 1.016 1.341 -3.356
11 C -0.132 -1.486 2.223
12 C 5.213 0.859 0.700
13 C -1.222 -2.528 -1.153
14 C 3.592 0.200 -0.973
15 C -0.959 -2.077 1.237
16 C 0.748 1.178 -4.850
17 C 3.377 0.655 4.005
18 C -3.692 0.493 0.357
19 C 4.834 0.692 -0.624
20 C 1.903 -0.065 2.250
21 C 4.285 0.553 1.731
22 C -2.144 -2.758 1.526
23 C -2.396 -3.178 -0.871
24 C -0.368 -1.806 3.560
25 C -2.904 -3.280 0.429
26 C 2.077 0.237 3.596
27 C -2.462 -2.929 2.931
28 C -1.550 -2.511 3.886
29 C -2.858 0.782 -2.721
30 C 2.983 0.162 1.345
31 H -3.387 -3.416 3.244
32 H 0.415 2.095 -2.862
33 H -0.739 1.704 0.816
34 H -0.233 0.741 -5.032
35 H 3.503 0.942 5.049
36 H -3.949 3.555 -1.138
37 H 5.521 0.959 -1.401
38 H -2.265 3.963 -1.433
39 H 1.060 -0.671 -3.177
40 H -0.793 -2.474 -2.151
41 H 5.443 1.026 3.531
42 H -2.927 -3.606 -1.727
43 H -4.576 1.145 0.542
44 H -2.618 1.570 -3.451
45 H -2.261 -0.140 -2.935
46 H -3.837 -3.757 0.631
47 H -2.810 3.712 0.250
48 H 2.046 1.619 -3.130
49 H 1.205 0.227 4.271
50 H 3.320 -0.038 -1.988
51 H 0.375 -1.536 4.295
52 H -1.755 -2.716 4.932
53 H 6.191 1.207 0.949
54 H -3.195 0.250 1.331
55 H 1.528 0.581 -5.324
56 H -3.953 0.533 -2.841
57 H 0.753 2.179 -5.338
58 H -0.052 2.097 -0.771
59 H -4.040 -0.448 -0.086

***

No. 3
Below is a structure of composition C24H29GeN3SSc, with properties calculated with the ωB97M-V functional and the def2-TZVPD basis.

Frontier orbital gap (alpha / beta) ... 4.9975 / 4.9257 eV
Energy above the lowest of the compared OMol25 structures with the same formula, charge and spin ... 0.0 kJ/mol
Highest occupied orbital energy (alpha / beta) ... -2.62 / -2.53 eV
Total charge ... -1

Cartesian coordinates (Å):
1 Ge -1.248 2.812 3.157
2 Sc -0.844 -0.105 0.786
3 S -3.024 -4.360 1.572
4 N -1.968 -0.330 -1.144
5 N -2.070 -2.033 1.101
6 N -2.865 -1.890 -2.504
7 C -2.460 -1.606 -1.209
8 C -0.640 3.244 5.013
9 C -3.150 -3.751 -0.054
10 C -3.174 3.355 3.200
11 C -1.046 0.988 2.635
12 C -2.572 -2.473 -0.118
13 C 5.320 -2.744 0.061
14 C 2.884 -2.521 -1.218
15 C 1.993 0.350 -1.607
16 C -2.476 0.740 -5.105
17 C -1.729 1.443 -2.905
18 C -2.620 -0.778 -3.288
19 C 4.568 -1.582 0.187
20 C 3.631 -3.679 -1.349
21 C 3.119 0.899 0.528
22 C 4.858 -3.800 -0.707
23 C -2.067 0.185 -2.415
24 C -1.943 1.701 -4.256
25 C -0.385 4.220 2.018
26 C 2.430 -0.229 -0.250
27 C 3.334 -1.445 -0.446
28 C -2.825 -0.526 -4.629
29 C -2.240 -2.894 2.043
30 C 1.226 -0.740 0.532
31 H 4.957 -0.775 0.794
32 H 5.440 -4.709 -0.800
33 H -2.629 0.974 -6.151
34 H -0.589 4.024 0.962
35 H 1.919 -2.459 -1.704
36 H -0.940 4.257 5.295
37 H 3.251 -4.501 -1.945
38 H -0.446 0.502 3.428
39 H 1.232 1.117 -1.438
40 H 3.362 0.597 1.548
41 H -3.301 4.427 3.386
42 H 0.445 3.168 5.114
43 H -3.233 -1.281 -5.290
44 H -3.605 -4.341 -0.830
45 H 2.839 0.803 -2.129
46 H 1.618 -1.231 1.439
47 H 6.274 -2.824 0.569
48 H -1.094 2.546 5.719
49 H 2.432 1.743 0.597
50 H 0.698 4.209 2.160
51 H -3.203 -2.780 -2.814
52 H -0.758 5.218 2.262
53 H 1.556 -0.413 -2.249
54 H -3.670 3.105 2.259
55 H -1.927 -2.729 3.064
56 H -3.676 2.805 3.999
57 H 4.033 1.228 0.025
58 H -1.315 2.193 -2.243
59 H -1.689 2.675 -4.656

***

No. 4
Below is a structure of composition C24H29IrN3OS2, with properties calculated with the ωB97M-V functional and the def2-TZVPD basis.

Frontier orbital gap (alpha / beta) ... 8.1204 / 6.2309 eV
Spin multiplicity ... 6
Highest occupied orbital energy (alpha / beta) ... -13.19 / -14.75 eV
Total charge ... +2

Cartesian coordinates (Å):
1 Ir 0.065 -0.086 0.127
2 S 0.913 0.208 2.460
3 S -0.555 2.178 -0.299
4 O -2.040 0.006 1.404
5 N 2.526 0.070 -0.047
6 N 0.656 0.137 -2.264
7 N -0.090 -2.351 0.246
8 C -0.821 3.600 -2.547
9 C 2.830 -0.653 -1.300
10 C 4.418 -1.299 3.503
11 C 3.178 -0.703 3.559
12 C -0.096 -0.997 -2.859
13 C 0.195 1.397 -2.818
14 C 5.026 -1.500 2.267
15 C -1.357 -4.365 0.199
16 C -0.268 -5.092 0.637
17 C 4.412 -1.084 1.079
18 C -0.103 2.863 -4.706
19 C -0.383 2.379 -1.986
20 C 0.329 1.652 -4.167
21 C 0.967 -3.066 0.678
22 C 2.523 -0.323 2.369
23 C -2.455 -2.194 -0.397
24 C 2.119 -0.033 -2.485
25 C -3.389 -1.931 0.794
26 C -1.251 -2.993 0.012
27 C -2.690 -1.183 1.912
28 C 3.174 -0.480 1.118
29 C 0.924 -4.425 0.885
30 C -0.681 3.837 -3.896
31 C 2.892 1.510 -0.142
32 H 0.013 3.041 -5.767
33 H -4.266 -1.378 0.450
34 H -1.015 4.774 -4.321
35 H -1.264 4.343 -1.896
36 H -1.162 -0.852 -2.694
37 H 1.805 -4.948 1.231
38 H 2.547 0.941 -2.706
39 H 6.003 -1.963 2.216
40 H 4.915 -1.609 4.414
41 H 2.300 -0.662 -3.361
42 H 1.878 -2.518 0.871
43 H 2.736 1.983 0.824
44 H 4.939 -1.224 0.145
45 H 0.218 -1.927 -2.386
46 H 3.900 -0.630 -1.527
47 H 3.945 1.614 -0.423
48 H 0.079 -1.072 -3.935
49 H 2.676 -0.550 4.506
50 H 2.537 -1.696 -1.168
51 H -0.346 -6.162 0.786
52 H -2.703 0.675 1.191
53 H -3.001 -2.720 -1.181
54 H 0.777 0.912 -4.820
55 H -2.303 -4.854 -0.005
56 H -2.130 -1.242 -0.822
57 H -3.753 -2.878 1.201
58 H -1.894 -1.783 2.351
59 H -3.382 -0.909 2.705
60 H 2.267 2.014 -0.874

***

No. 5
Below is the ion C24H29N2O with charge +1, with properties calculated with the ωB97M-V functional and the def2-TZVPD basis.

SMILES ... Cn1cc([C@H](c2ccccc2)C(C)(C)C=[N+]2CCOCC2)c2ccccc21
Frontier orbital gap ... 5.3608 eV
Energy above the lowest of the compared OMol25 structures with the same formula, charge and spin ... 403.4 kJ/mol
Highest occupied orbital energy ... -10.09 eV
Total charge ... +1

Cartesian coordinates (Å):
1 O -4.030 -2.820 2.679
2 N -2.348 -1.870 0.509
3 N 2.916 -1.419 0.463
4 C -1.499 -1.555 -0.487
5 C 4.483 0.128 1.540
6 C 0.075 2.693 -0.129
7 C 0.149 3.905 -2.647
8 C 4.835 1.474 1.676
9 C 0.282 2.506 -2.557
10 C 0.242 1.930 -1.282
11 C -2.219 0.843 -0.635
12 C 2.480 0.812 0.257
13 C 3.578 -2.639 0.837
14 C -3.797 -1.470 0.630
15 C -1.309 -0.632 -2.673
16 C -1.073 -0.160 -1.138
17 C -0.077 4.066 -0.212
18 C -0.044 4.654 -1.488
19 C 2.960 2.140 0.251
20 C -2.704 -3.385 2.448
21 C 3.365 -0.150 0.807
22 C 1.738 -1.342 -0.202
23 C 1.390 0.005 -0.328
24 C -2.242 -3.298 0.983
25 C -4.174 -1.513 2.107
26 C 0.274 0.392 -1.192
27 C 4.099 2.463 1.019
28 H 4.397 3.497 1.125
29 H 1.269 -2.217 -0.691
30 H 0.517 -0.069 -2.191
31 H -0.535 -1.400 -2.914
32 H 0.119 2.159 0.847
33 H 4.318 -2.383 1.593
34 H 5.007 -0.667 2.022
35 H -1.952 -2.883 3.114
36 H -2.283 -1.110 -2.748
37 H -4.011 -0.482 0.253
38 H -0.104 4.626 0.724
39 H -3.591 -0.749 2.667
40 H -2.146 1.842 -1.146
41 H -0.983 -2.423 -0.999
42 H 2.503 2.932 -0.358
43 H 0.279 4.414 -3.591
44 H -2.921 -3.945 0.385
45 H -4.422 -2.207 0.088
46 H -1.212 -3.658 0.900
47 H 0.518 1.952 -3.461
48 H -2.048 1.194 0.442
49 H -1.144 0.129 -3.466
50 H 2.844 -3.341 1.254
51 H 4.101 -3.115 -0.008
52 H -3.260 0.418 -0.807
53 H -0.183 5.751 -1.526
54 H -5.252 -1.314 2.223
55 H -2.866 -4.436 2.760
56 H 5.691 1.731 2.277

***

No. 6
Below is an isolated molecule of C24H29N3O3S, with properties calculated with the ωB97M-V functional and the def2-TZVPD basis.

SMILES ... C[C@H](CNC(=O)CCn1ccc2cc(S(=O)(=O)N3CCCC3)ccc21)c1ccccc1
Frontier orbital gap ... 8.9651 eV
Energy above the lowest of the compared OMol25 structures with the same formula, charge and spin ... 116.8 kJ/mol
Highest occupied orbital energy ... -8.33 eV
Total charge ... 0

Cartesian coordinates (Å):
1 S -3.157 0.450 -0.243
2 O 5.338 -1.508 -0.246
3 O -3.184 1.229 -1.447
4 O -3.406 1.136 0.999
5 N -4.209 -0.853 -0.476
6 N 1.924 -2.427 0.240
7 N 3.727 -0.007 -0.747
8 C -5.810 -0.777 1.255
9 C 0.741 -1.819 -0.065
10 C 1.948 2.503 -1.154
11 C 2.235 -2.141 1.540
12 C 0.281 -1.152 1.104
13 C 1.972 2.147 0.189
14 C -0.405 2.567 0.297
15 C 1.262 -1.377 2.107
16 C -0.928 -0.460 1.065
17 C -5.462 -0.521 -1.138
18 C -6.555 -0.474 -0.050
19 C -4.555 -1.507 0.771
20 C 3.511 -2.237 -1.629
21 C -1.159 -1.076 -1.274
22 C 4.283 1.098 -0.001
23 C 3.852 2.983 1.586
24 C 2.759 -3.168 -0.666
25 C 0.781 2.195 0.905
26 C 0.759 2.859 -1.770
27 C -1.612 -0.430 -0.125
28 C 4.302 -1.222 -0.809
29 C -0.422 2.887 -1.050
30 C 3.240 1.751 0.912
31 C 0.021 -1.786 -1.257
32 H 0.789 1.935 1.954
33 H -1.323 2.593 0.864
34 H 2.859 2.513 -1.736
35 H 2.839 0.165 -1.195
36 H 4.117 3.727 0.838
37 H 2.812 -1.734 -2.297
38 H -5.673 -1.297 -1.880
39 H -1.353 3.142 -1.529
40 H 3.487 -3.728 -0.075
41 H -7.044 0.497 -0.016
42 H -1.757 -0.995 -2.166
43 H -4.760 -2.562 0.564
44 H 2.968 1.026 1.688
45 H 1.235 -1.017 3.116
46 H -3.717 -1.431 1.463
47 H 0.369 -2.299 -2.141
48 H 3.137 3.429 2.273
49 H -5.505 0.149 1.741
50 H -1.325 0.054 1.926
51 H 4.698 1.841 -0.692
52 H -7.313 -1.233 -0.247
53 H -5.328 0.428 -1.657
54 H 0.760 3.119 -2.818
55 H 5.106 0.694 0.594
56 H 2.143 -3.874 -1.232
57 H 4.747 2.711 2.139
58 H 4.210 -2.831 -2.218
59 H -6.399 -1.373 1.949
60 H 3.147 -2.511 1.968

***

| no. | F_max (eV Å⁻¹) |
| --- | --- |
| 1 | 1.0 |
| 2 | 3.5 |
| 3 | 2.0 |
| 4 | 0.6 |
| 5 | 6.7 |
| 6 | 1.2 |